Arrangement A

The following is a quantum chemistry calculation of one molecule with the formula C7H10O2, from the OMol25 dataset.

Structure (XYZ):
```
19
C7H10O2 ωB97M-V with the def2-TZVPD basis set
C 0.96 -2.31 0.50
C 0.46 -1.45 -0.16
C 0.00 -0.18 -0.87
C -1.03 -0.37 -1.97
C 1.22 0.62 -1.31
C -0.65 0.21 0.45
O -1.81 -0.06 0.73
O 0.16 0.93 1.24
C -0.26 1.11 2.59
H 1.36 -3.16 0.98
H -0.79 -1.25 -2.55
H -2.03 -0.54 -1.53
H -1.06 0.51 -2.62
H 1.95 0.68 -0.52
H 1.68 0.14 -2.18
H 0.91 1.63 -1.58
H -1.33 0.92 2.68
H 0.30 0.42 3.23
H -0.03 2.14 2.87
```

The value obtained for the HOMO energy is -9.920 eV. The LUMO energy comes out at 0.88 eV. For the orbital gap, the calculation gives 10.80 eV. As for the SMILES: C#CC(C)(C)C(=O)OC.

***

Arrangement B

The following is a quantum chemistry calculation of C7H10O2 as an isolated structure, from the OMol25 dataset.

Structure (XYZ):
```
19
C7H10O2 ωB97M-V with the def2-TZVPD basis set
C 2.49 -0.01 -0.40
C 0.99 -0.26 -0.09
C 0.27 -0.22 1.23
C -0.85 0.11 0.03
C -1.88 1.25 0.55
C -0.90 -1.32 -0.49
C 0.41 -1.51 -0.75
H 2.51 1.38 -0.59
H 3.10 -0.28 0.73
H 2.50 -0.92 -1.54
H 0.70 0.53 1.96
H 0.24 -1.04 1.87
H -1.16 2.23 0.72
H -2.47 1.27 1.92
H -2.44 1.13 -1.29
H -1.69 -2.07 -0.86
H 1.00 -2.09 -1.80
O -2.92 1.07 -0.48
O 0.09 0.76 -0.74
```

The value obtained for the HOMO energy is -9.319 eV. The LUMO energy comes out at 0.55 eV. For the orbital gap, the calculation gives 9.87 eV.

***

Which of them is the most stable, and which is the least stable? arrangement A and arrangement B, in that order.

***

Arrangement A

The following is a quantum chemistry calculation of a 2-piece molecular cluster, C7H10O2 overall, from the OMol25 dataset.

Structure (XYZ):
```
19
C7H10O2 ωB97M-V with the def2-TZVPD basis set
C -0.29 -0.79 1.72
C 0.07 -0.70 0.46
C 1.22 -1.39 -0.17
C -0.24 0.41 -0.53
C -0.72 0.12 -1.73
C 0.09 1.77 -0.09
H 0.17 -1.60 2.37
H -0.99 -0.21 2.19
H 2.11 -0.89 0.10
H 1.25 -2.40 0.25
H 1.10 -1.44 -1.33
H -0.70 0.84 -2.41
H -1.08 -0.84 -2.03
H -0.35 1.89 0.83
H -0.25 2.51 -0.73
H 1.08 1.81 0.08
O -3.04 -0.65 -0.72
C -3.12 0.00 0.20
O -3.11 0.60 1.18
```

The value obtained for the HOMO energy is -8.953 eV. The LUMO energy comes out at 0.76 eV. For the orbital gap, the calculation gives 9.71 eV. As for the SMILES: C=C(C)C(=C)C.O=C=O.

***

Arrangement B

The following is a quantum chemistry calculation of one molecule with the formula C7H10O2, from the OMol25 dataset.

Structure (XYZ):
```
19
C7H10O2 ωB97M-V with the def2-TZVPD basis set
C 1.91 -0.79 0.80
C 1.10 0.43 0.38
C 0.65 0.29 -1.12
O -0.48 0.99 -1.55
C -1.74 0.54 -1.34
C -2.18 -0.17 -0.29
C -1.20 -0.41 0.79
O -0.93 -0.07 2.13
C -0.27 0.66 1.07
H 2.62 -0.50 1.61
H 2.49 -1.17 -0.05
H 1.29 -1.60 1.19
H 1.67 1.35 0.46
H 0.51 -0.81 -1.31
H 1.47 0.66 -1.73
H -2.31 0.75 -2.22
H -3.20 -0.44 -0.35
H -0.68 -1.35 0.53
H -0.71 1.64 1.02
```

The value obtained for the HOMO energy is -8.985 eV. The LUMO energy comes out at 0.98 eV. For the orbital gap, the calculation gives 9.96 eV. As for the SMILES: C[C@H]1COC=C[C@@H]2O[C@H]21.

***

Which of them is the most stable, and which is the least stable? arrangement A and arrangement B, in that order.

***

Arrangement A

The following is a quantum chemistry calculation of one molecule with the formula C7H10O2, from the OMol25 dataset.

Structure (XYZ):
```
19
C7H10O2 ωB97M-V with the def2-TZVPD basis set
C -2.42 -0.41 -0.57
C -0.92 -0.09 -0.18
C -0.41 -0.91 0.80
C 0.78 -0.06 0.06
C 2.34 -0.51 0.29
C 0.49 1.54 0.34
C -0.87 1.50 0.06
H -2.33 -1.28 -1.17
H -3.00 -0.19 0.52
H -2.91 0.27 -1.19
H -0.46 -2.02 0.46
H -0.87 -0.98 1.83
H 2.40 -1.67 -0.03
H 2.73 -0.36 1.34
H 2.45 0.68 -1.43
H 1.35 2.34 0.44
H -1.75 2.24 0.12
O 3.13 0.14 -0.61
O 0.29 -0.24 -1.06
```

The value obtained for the HOMO energy is -9.271 eV. The LUMO energy comes out at 0.84 eV. For the orbital gap, the calculation gives 10.11 eV.

***

Arrangement B

The following is a quantum chemistry calculation of one molecule with the formula C7H10O2, from the OMol25 dataset.

Structure (XYZ):
```
19
C7H10O2 ωB97M-V with the def2-TZVPD basis set
C -0.13 -2.47 -1.33
C 1.18 0.04 1.21
C -0.88 -1.16 -1.33
C -0.03 0.86 0.82
C 0.16 -1.75 -0.05
C -1.13 -1.04 0.14
C 0.19 1.88 -0.29
O 1.31 -1.20 0.38
O -2.18 -1.14 0.94
H -0.71 -3.52 -1.38
H 0.71 -2.60 -1.93
H 2.03 0.68 1.01
H 1.16 -0.39 2.23
H -0.90 -0.19 -2.00
H -0.64 1.42 1.58
H -0.78 2.21 -0.68
H 0.83 1.62 -1.04
H 0.68 2.79 0.15
H -1.76 -1.36 1.73
```

The value obtained for the HOMO energy is -7.371 eV. The LUMO energy comes out at 0.77 eV. For the orbital gap, the calculation gives 8.14 eV.

***

Which of them is the most stable, and which is the least stable? arrangement B and arrangement A, in that order.

***

Arrangement A

The following is a quantum chemistry calculation of a 4-piece molecular cluster, C16H44N4O4 overall, from the OMol25 dataset.

Structure (XYZ):
```
68
C16H44N4O4 ωB97M-V with the def2-TZVPD basis set
C -29.85 28.54 2.14
O -29.11 28.65 3.36
C -27.76 28.24 3.17
C -27.10 28.25 4.53
C -25.57 28.13 4.47
N -27.58 27.14 5.34
H -29.37 28.89 1.22
H -30.66 29.27 2.31
H -30.34 27.57 2.05
H -27.70 27.30 2.60
H -27.25 28.90 2.44
H -27.36 29.15 5.10
H -25.19 28.72 3.63
H -25.37 27.06 4.36
H -25.07 28.51 5.36
H -27.06 26.99 6.20
H -28.48 27.37 5.76
C -25.09 35.01 -1.43
O -24.91 35.43 -2.75
C -24.42 34.43 -3.66
C -24.11 35.16 -4.97
C -23.37 34.16 -5.88
N -23.35 36.37 -4.76
H -24.36 34.29 -1.03
H -26.06 34.51 -1.37
H -24.99 35.79 -0.68
H -23.53 34.06 -3.15
H -25.19 33.66 -3.76
H -25.06 35.40 -5.45
H -23.50 34.43 -6.93
H -23.75 33.15 -5.75
H -22.29 34.10 -5.71
H -22.46 36.15 -4.31
H -23.77 36.88 -3.98
C -28.39 28.27 -4.02
O -27.59 27.61 -3.10
C -26.71 26.66 -3.68
C -25.37 26.66 -2.92
C -24.31 25.85 -3.72
N -25.43 26.13 -1.58
H -29.07 28.97 -3.53
H -29.01 27.58 -4.59
H -27.87 28.95 -4.71
H -27.19 25.67 -3.66
H -26.52 26.94 -4.72
H -25.08 27.72 -2.96
H -24.79 24.96 -4.09
H -23.33 25.89 -3.25
H -24.15 26.48 -4.61
H -25.81 25.19 -1.49
H -26.18 26.62 -1.07
C -26.61 32.73 1.88
O -26.07 32.61 0.58
C -26.14 31.30 0.03
C -25.24 30.26 0.67
C -23.79 30.53 0.26
N -25.75 28.94 0.18
H -26.08 33.55 2.37
H -26.50 31.84 2.50
H -27.64 33.07 1.84
H -27.16 30.92 0.22
H -26.00 31.47 -1.04
H -25.38 30.21 1.75
H -23.10 29.76 0.62
H -23.48 31.51 0.62
H -23.67 30.41 -0.82
H -24.95 28.30 0.20
H -25.88 29.07 -0.82
```

The value obtained for the HOMO energy is -9.198 eV. The LUMO energy comes out at 0.45 eV. For the orbital gap, the calculation gives 9.64 eV. As for the SMILES: COC[C@H](C)N.COC[C@H](C)N.COC[C@H](C)N.COC[C@H](C)N.

***

Arrangement B

The following is a quantum chemistry calculation of a 4-piece molecular cluster, C16H44N4O4 overall, from the OMol25 dataset.

Structure (XYZ):
```
68
C16H44N4O4 ωB97M-V with the def2-TZVPD basis set
C 3.00 0.25 4.23
O 4.43 -0.13 4.18
C 5.38 0.74 3.53
C 6.75 0.06 3.63
C 7.77 0.93 2.91
N 6.90 -1.24 3.07
H 2.39 -0.56 4.63
H 2.76 0.54 3.21
H 2.89 1.12 4.89
H 5.09 0.74 2.48
H 5.44 1.75 3.96
H 6.89 -0.07 4.70
H 7.55 1.07 1.86
H 8.80 0.64 3.15
H 7.64 1.96 3.24
H 6.58 -1.39 2.12
H 6.24 -1.80 3.60
C -2.20 4.69 -0.07
O -0.97 4.30 -0.75
C -0.98 4.88 -2.03
C 0.21 4.47 -2.96
C 0.11 3.06 -3.48
N 1.42 4.69 -2.24
H -3.14 4.33 -0.49
H -2.23 5.77 -0.24
H -2.17 4.43 0.99
H -1.87 4.51 -2.56
H -1.01 5.96 -1.95
H 0.27 5.07 -3.87
H 0.76 2.92 -4.34
H -0.92 2.85 -3.75
H 0.52 2.38 -2.73
H 1.62 5.67 -2.17
H 1.28 4.27 -1.33
C 0.31 -5.29 -5.39
O 1.71 -5.50 -5.07
C 2.53 -4.43 -4.68
C 3.03 -4.41 -3.23
C 1.86 -4.16 -2.34
N 4.06 -3.41 -2.93
H 0.26 -4.36 -5.95
H -0.32 -5.20 -4.51
H 0.09 -6.15 -6.02
H 3.39 -4.37 -5.35
H 2.05 -3.49 -4.94
H 3.43 -5.42 -3.13
H 2.19 -3.83 -1.35
H 1.26 -5.06 -2.29
H 1.41 -3.25 -2.73
H 4.74 -3.39 -3.67
H 3.47 -2.60 -3.04
C -5.16 -0.93 0.70
O -6.04 -0.06 1.53
C -6.90 -0.65 2.53
C -7.79 0.48 3.08
C -8.67 0.03 4.17
N -8.71 0.88 2.05
H -4.32 -0.31 0.37
H -5.49 -1.54 -0.14
H -4.65 -1.68 1.31
H -7.57 -1.39 2.08
H -6.33 -1.11 3.33
H -7.20 1.33 3.40
H -9.21 0.75 4.80
H -8.03 -0.38 4.95
H -9.21 -0.87 3.91
H -9.35 0.14 1.80
H -8.04 0.81 1.30
```

The value obtained for the HOMO energy is -9.071 eV. The LUMO energy comes out at 0.45 eV. For the orbital gap, the calculation gives 9.52 eV. As for the SMILES: COC[C@H](C)N.COC[C@H](C)N.COC[C@H](C)N.COC[C@H](C)N.

***

Which of them is the most stable, and which is the least stable? arrangement A and arrangement B, in that order.

***

Arrangement A

The following is a quantum chemistry calculation of an isolated ion of composition C3H5N2OS and charge +1, from the OMol25 dataset.

Structure (XYZ):
```
12
C3H5N2OS ωB97M-V with the def2-TZVPD basis set
C 1.82 -0.35 0.43
C -0.05 0.21 -1.03
C -1.18 0.17 0.06
N 1.03 -0.67 -0.55
N -0.52 0.39 1.37
O -1.23 0.48 2.31
S 2.66 -0.14 1.67
H -0.43 -0.21 -1.87
H 0.52 1.24 -1.16
H -1.85 0.94 -0.25
H -1.80 -0.63 0.17
H 1.04 -1.43 -1.15
```

The value obtained for the HOMO energy is -13.416 eV. The LUMO energy comes out at -5.91 eV. For the orbital gap, the calculation gives 7.51 eV. As for the net charge: +1.

***

Arrangement B

The following is a quantum chemistry calculation of a 2-piece molecular cluster, C3H5N2OS overall, from the OMol25 dataset.

Structure (XYZ):
```
12
C3H5N2OS ωB97M-V with the def2-TZVPD basis set
C -3.76 0.56 0.17
C 1.40 -0.73 -0.55
C 2.35 -0.31 0.54
N 0.33 -0.03 -0.58
N -0.73 0.34 -0.34
O -3.17 1.06 1.06
S -4.55 -0.22 -0.89
H 1.77 -1.42 -1.19
H 2.50 -1.05 1.34
H 1.99 0.71 1.05
H 3.27 -0.13 0.18
H -1.39 1.24 -0.79
```

The value obtained for the HOMO energy is -14.007 eV. The LUMO energy comes out at -5.84 eV. For the orbital gap, the calculation gives 8.16 eV. As for the net charge: +1.

***

Which of them is the most stable, and which is the least stable? arrangement B and arrangement A, in that order.